1.
126
Properties=species:S:1:pos:R:3:lowdin_charge:R:1 method="wB97M-V/def2-TZVPD" homo_lumo_gap_ev=10.235 smiles="FC(F)C(F)(F)COC(F)(F)C(F)F.FC(F)C(F)(F)COC(F)(F)C(F)F.O=S1(=O)CCCC1.O=S1(=O)CCCC1.O=S1(=O)CCCC1.O=S1(=O)CCCC1.O=S1(=O)CCCC1.O=S1(=O)CCCC1" total_charge=0 energy_ev=-173317.9595
F -20.12135 -5.71889 15.74910 0.11
C -20.64976 -6.89603 15.36216 -0.28
F -20.25092 -7.14088 14.07398 0.06
C -20.18572 -8.11136 16.13715 -0.43
F -20.91634 -9.20367 15.81916 0.13
F -20.55865 -8.00882 17.45313 0.11
C -18.71982 -8.35741 16.06663 -0.05
O -18.31970 -9.44509 16.86799 0.07
C -17.02525 -9.45911 17.25266 -0.55
F -16.23897 -9.25912 16.18479 0.17
F -16.80018 -8.44807 18.13972 0.13
C -16.77072 -10.77591 17.97015 -0.24
F -16.57881 -11.73902 17.03360 0.09
F -15.60460 -10.66717 18.67847 0.07
H -21.71399 -6.67237 15.29637 0.15
H -18.18752 -7.45920 16.41372 0.15
H -18.30455 -8.42562 15.05663 0.15
H -17.47505 -11.15100 18.70950 0.18
F -26.84983 -12.31327 9.03889 0.12
C -25.80346 -11.75804 8.42515 -0.32
F -26.11637 -11.08121 7.28520 0.09
C -25.06975 -10.79256 9.35732 -0.46
F -25.76667 -9.65537 9.55556 0.14
F -23.87810 -10.44815 8.81746 0.12
C -24.77323 -11.50398 10.68165 -0.03
O -23.82457 -10.87617 11.55990 0.03
C -24.05055 -9.62135 12.03941 -0.54
F -23.63366 -8.68736 11.12288 0.12
F -25.35006 -9.37940 12.22272 0.18
C -23.06761 -9.43368 13.20189 -0.29
F -23.04151 -8.12875 13.58121 0.08
F -23.35642 -10.18505 14.26388 0.13
H -25.09995 -12.51064 8.05611 0.17
H -24.14495 -12.35146 10.38672 0.15
H -25.61601 -11.90936 11.23357 0.15
H -22.08936 -9.63136 12.75909 0.15
O -17.14766 -9.38592 10.84110 -0.30
S -18.08218 -8.30472 10.96376 0.67
O -17.79012 -7.18066 11.81973 -0.33
C -18.66648 -7.77341 9.33937 -0.21
C -20.08828 -8.33253 9.14923 -0.20
C -20.24942 -9.50839 10.12797 -0.20
C -19.67287 -8.97942 11.42375 -0.26
H -17.97075 -8.05410 8.54416 0.11
H -18.63377 -6.69204 9.18858 0.10
H -20.81504 -7.55183 9.38744 0.12
H -20.30320 -8.59614 8.11451 0.12
H -19.66062 -10.31972 9.70276 0.13
H -21.30354 -9.74306 10.26800 0.10
H -19.65960 -9.74799 12.20869 0.11
H -20.22324 -8.24513 12.02024 0.09
O -23.01471 -5.74870 20.41712 -0.30
S -24.30206 -5.63324 19.80831 0.66
O -25.40711 -5.01466 20.49094 -0.32
C -24.10613 -4.75533 18.23980 -0.21
C -24.04348 -5.83231 17.17188 -0.21
C -23.99599 -7.25448 17.80739 -0.23
C -24.81141 -7.21707 19.08598 -0.21
H -23.28472 -4.04935 18.34385 0.11
H -25.00412 -4.15134 18.14027 0.10
H -25.02827 -5.83561 16.69487 0.11
H -23.28128 -5.85211 16.40103 0.08
H -22.94655 -7.38838 18.09774 0.09
H -24.17527 -7.98407 17.02196 0.11
H -24.66460 -7.97118 19.85514 0.11
H -25.86958 -7.20248 18.81785 0.11
O -11.47104 -5.34410 14.61013 -0.32
S -11.26502 -6.72341 14.95508 0.68
O -10.02196 -7.43164 14.87220 -0.31
C -12.00077 -7.06916 16.61187 -0.21
C -13.28056 -7.85263 16.39372 -0.25
C -13.08442 -8.64828 15.11364 -0.24
C -12.56069 -7.64676 14.07926 -0.21
H -12.07784 -6.13152 17.16172 0.10
H -11.20145 -7.62089 17.11064 0.10
H -13.41355 -8.39566 17.33508 0.11
H -14.17955 -7.23245 16.32333 0.11
H -13.88006 -9.31177 14.78428 0.11
H -12.24281 -9.33029 15.32107 0.11
H -13.43298 -7.02711 13.87650 0.11
H -12.07157 -8.08796 13.21511 0.11
O -12.72620 -15.06972 18.94050 -0.32
S -12.40672 -14.67273 17.59746 0.67
O -12.06638 -15.66420 16.60810 -0.33
C -13.50611 -13.40833 16.94181 -0.23
C -12.93086 -12.04257 17.26830 -0.22
C -11.39005 -12.11514 17.28651 -0.19
C -10.96797 -13.55709 17.65798 -0.22
H -14.56023 -13.60607 17.11410 0.10
H -13.36503 -13.58947 15.86666 0.11
H -13.27876 -11.25430 16.60723 0.10
H -13.27500 -11.86918 18.29228 0.11
H -10.94283 -11.40112 17.96858 0.11
H -10.99895 -12.02185 16.27418 0.11
H -10.42187 -13.65328 18.59367 0.10
H -10.31757 -13.98038 16.89542 0.09
O -16.70522 -1.03566 11.99751 -0.31
S -16.65983 -2.26796 12.73352 0.65
O -15.49675 -2.60813 13.50916 -0.32
C -18.09304 -2.35912 13.77634 -0.22
C -18.82674 -3.66047 13.44198 -0.22
C -18.63391 -3.79945 11.91768 -0.22
C -17.12286 -3.64160 11.69928 -0.23
H -18.76156 -1.55635 13.45888 0.11
H -17.89461 -2.23532 14.83694 0.11
H -18.34849 -4.56402 13.83354 0.11
H -19.88423 -3.74608 13.67949 0.11
H -19.23980 -3.05297 11.39684 0.12
H -18.86854 -4.76060 11.45526 0.09
H -16.75819 -3.63649 10.67577 0.11
H -16.64285 -4.51643 12.14803 0.10
O -18.00709 -4.43812 21.07678 -0.33
S -16.97958 -4.04572 20.15074 0.68
O -16.85986 -2.74598 19.56498 -0.31
C -15.42356 -4.46904 20.98105 -0.23
C -14.91389 -5.72884 20.35615 -0.23
C -15.36680 -5.67579 18.91361 -0.25
C -16.88790 -5.36378 18.84217 -0.18
H -15.60513 -4.49173 22.05332 0.11
H -14.72705 -3.64898 20.79771 0.11
H -13.82334 -5.75970 20.41172 0.12
H -15.24826 -6.66480 20.81058 0.12
H -15.00831 -6.58886 18.42875 0.08
H -14.82175 -4.92971 18.32117 0.12
H -17.39568 -6.27560 19.15928 0.08
H -17.33033 -5.11475 17.88217 0.09

=====

2.
7
Properties=species:S:1:pos:R:3:lowdin_charge:R:1 method="wB97M-V/def2-TZVPD" homo_lumo_gap_ev="4.224 / 7.090" relative_energy_kcal_mol=49.4 total_charge=-1 energy_ev=-22560.0612
N -2.68989 -0.06501 0.21562 -0.33
O 2.22596 -1.49165 0.25943 -0.34
O -1.52973 -0.37758 -0.00821 -0.12
O -3.14778 1.04644 -0.03077 -0.13
O 1.84744 0.29863 -1.39456 -0.34
O 1.66081 0.77858 1.00253 -0.32
S 1.63319 -0.18942 -0.04403 0.59